*a*
A structure of composition C38H37Cl8GeN3O2S3Se2Zr. Source: the Open Molecules 2025 dataset; level of theory: ωB97M-V/def2-TZVPD.

The geometry in XYZ format:
```
95
C38H37Cl8GeN3O2S3Se2Zr (ωB97M-V/def2-TZVPD)
Zr 0.524 -0.060 0.794
Se -2.185 -2.975 -4.199
Se -4.277 -2.935 -1.419
Ge -3.378 -0.798 -0.056
Cl -0.093 1.780 6.564
Cl 2.831 1.898 1.105
Cl -1.165 -0.924 -1.139
Cl -1.383 1.413 1.151
Cl 3.752 3.830 3.372
Cl 2.283 3.746 6.149
Cl -4.155 0.637 -1.529
Cl -1.033 -0.059 4.255
S -0.613 -3.259 1.231
S 3.677 -1.337 2.023
S 0.038 3.227 -0.702
O 2.216 -1.185 1.527
O -0.362 -1.764 1.584
N 0.698 1.754 -1.049
N 1.629 2.415 -3.101
N 1.790 -0.648 -1.232
C 1.153 5.908 -4.099
C -4.847 -2.416 -3.219
C -3.135 -3.849 4.326
C 3.783 -3.098 2.393
C -2.177 -1.110 -4.745
C -4.114 -3.208 -4.277
C 3.031 -0.707 4.674
C 4.595 0.548 6.007
C 0.307 1.012 4.006
C 2.359 -0.339 -3.529
C -3.855 -5.194 2.452
C 5.109 0.105 3.706
C 2.711 -2.459 -2.499
C 0.069 5.572 -1.974
C 1.349 -3.541 3.246
C 1.230 3.746 -3.096
C 3.907 -0.587 3.597
C 2.442 2.763 3.649
C 0.704 1.847 5.050
C 2.859 -3.721 3.436
C 1.995 1.889 2.664
C -2.811 -4.693 1.688
C 1.364 1.513 -2.144
C 0.404 6.400 -3.016
C 5.455 0.667 4.927
C 3.383 -0.127 5.878
C 0.847 -4.092 1.913
C -4.015 -4.769 3.763
C -2.076 -3.355 3.585
C 2.791 -1.658 -3.621
C 2.207 -1.908 -1.329
C -6.023 -2.825 -0.562
C 1.871 0.128 -2.325
C 0.485 4.231 -2.006
C 0.953 1.003 2.775
C -1.930 -3.786 2.270
C 1.777 2.730 4.871
C 1.566 4.593 -4.144
H -4.542 -5.911 2.024
H 0.841 -4.045 4.068
H -1.395 -2.632 4.003
H -2.750 -0.492 -4.059
H -4.456 -2.908 -5.267
H 3.688 -3.566 1.410
H 0.570 -5.148 1.952
H -4.835 -5.155 4.354
H 4.828 -3.227 2.688
H 2.206 2.125 -3.878
H 2.079 -1.209 4.576
H -6.443 -1.836 -0.727
H 0.093 7.435 -3.008
H -0.510 5.937 -1.135
H 2.139 -2.503 -0.427
H 1.410 6.574 -4.912
H 3.137 -3.359 4.425
H -2.560 -1.020 -5.759
H -5.888 -3.014 0.501
H 6.389 1.201 5.028
H 3.025 -3.493 -2.517
H 2.393 0.271 -4.422
H 1.593 -3.996 1.122
H -5.920 -2.609 -3.254
H 3.169 -2.042 -4.559
H 3.102 -4.788 3.435
H -3.276 -3.521 5.346
H -2.681 -5.007 0.659
H 4.862 0.991 6.957
H 5.763 0.207 2.849
H -1.138 -0.785 -4.724
H -4.691 -1.341 -3.308
H 1.086 -2.486 3.308
H -4.290 -4.278 -4.176
H 2.141 4.224 -4.984
H -6.658 -3.595 -0.990
H 2.710 -0.196 6.723
```

Calculated values
highest occupied orbital energy (spin up / spin down): -14.33 / -14.33 eV
net charge: +3
E_LUMO (spin up / spin down): -8.565 / -10.159 eV
molecular weight: 1269.3 g mol⁻¹
multiplicity: 2
expectation value of S²: 0.76
HOMO-LUMO gap (spin up / spin down): 0.212 / 0.153 Eh

Want to see where the charge sits? The Löwdin charges in e are: 1.31 0.87 0.80 0.32 0.74 0.71 0.03 0.06 0.74 0.75 0.04 0.73 1.05 1.09 1.12 -0.72 -0.77 -0.36 0.19 -0.03 0.01 -0.51 -0.03 -0.29 -0.41 -0.57 -0.07 -0.03 -0.71 0.03 -0.05 -0.08 0.02 -0.05 -0.22 -0.18 -0.40 -0.71 -0.71 -0.19 -0.68 -0.09 -0.30 0.00 -0.04 -0.04 -0.28 -0.03 -0.07 0.02 -0.10 -0.35 -0.21 -0.40 -0.42 -0.40 -0.70 0.02 0.12 0.13 0.05 -0.01 0.08 0.09 0.12 0.12 0.12 0.16 0.10 0.04 0.14 0.13 0.09 0.14 0.12 0.04 0.03 0.13 0.13 0.13 0.07 0.09 0.14 0.14 0.12 0.10 0.13 0.12 0.00 0.02 0.07 0.07 0.14 0.04 0.12


*b*
A structure of composition C38H37Cl8GeN3O2S3Se2Zr. Source: the Open Molecules 2025 dataset; level of theory: ωB97M-V/def2-TZVPD.

The geometry in XYZ format:
```
95
C38H37Cl8GeN3O2S3Se2Zr (ωB97M-V/def2-TZVPD)
Zr -1.094 -0.970 0.259
Se -1.323 2.593 1.944
Se -3.160 -0.432 2.394
Ge -2.522 -4.732 0.392
Cl -1.489 -3.079 -2.617
Cl -1.085 -3.069 1.761
Cl -4.888 -0.021 -5.452
Cl -3.802 -5.280 2.032
Cl -3.439 -2.482 0.058
Cl -4.922 2.069 -3.117
Cl -3.130 -2.585 -5.176
Cl -3.102 1.600 -0.619
S 1.336 1.852 0.167
S -0.429 1.368 -2.856
S 1.008 -1.250 2.882
O -0.214 -0.404 2.443
O 0.908 0.399 0.373
N 0.091 -0.004 -2.125
N 0.728 -1.049 -4.115
N 0.864 -2.246 -0.715
C 2.723 0.960 3.612
C 3.329 0.649 -1.301
C 1.334 -2.027 -1.967
C -3.178 0.418 -1.889
C -2.887 2.460 3.081
C -0.021 -0.524 -6.348
C 0.782 -1.524 4.610
C 1.475 -3.208 -0.016
C 1.245 -2.719 5.141
C -1.273 1.522 -6.717
C 3.011 -3.725 -1.763
C 2.851 2.975 -1.793
C 1.093 -2.948 6.501
C -3.978 0.648 -3.006
C -4.951 -0.002 1.780
C 2.536 -3.968 -0.496
C -1.196 1.848 -5.389
C -0.525 0.979 -4.508
C 2.417 2.418 1.534
C -2.414 -1.601 -2.759
C -2.352 -0.679 -1.718
C 2.596 1.808 -1.086
C 0.065 -0.206 -4.995
C -3.965 -0.282 -4.043
C 1.991 2.135 2.977
C 4.342 0.666 -2.248
C 0.476 -1.995 7.299
C -3.021 1.061 3.647
C 0.012 -0.805 6.751
C 0.680 -0.961 -2.769
C 2.395 -2.722 -2.507
C 3.875 2.981 -2.731
C 2.564 -0.349 2.868
C 4.617 1.830 -2.958
C -0.683 0.335 -7.195
C -3.174 -1.428 -3.914
C 0.163 -0.560 5.396
C -1.636 4.369 1.220
H -3.951 0.977 4.212
H 3.423 2.055 1.317
H 3.117 -0.241 -0.720
H -1.659 2.751 -5.009
H -5.625 -0.244 2.598
H 2.213 3.033 3.555
H 2.782 -2.479 -3.487
H 2.266 3.872 -1.620
H 0.422 -1.439 -6.723
H 2.827 -0.260 1.812
H 4.938 -0.223 -2.419
H -2.766 3.172 3.897
H 4.095 3.886 -3.281
H 2.964 -4.733 0.135
H 3.796 1.168 3.644
H -1.791 2.175 -7.406
H -0.461 -0.066 7.384
H -0.757 0.092 -8.246
H 0.914 1.996 3.034
H 2.405 0.847 4.649
H -0.955 4.500 0.382
H -5.022 1.048 1.515
H -0.184 0.365 4.953
H 0.353 -2.182 8.357
H -3.765 2.746 2.503
H -5.185 -0.618 0.918
H -1.437 5.123 1.976
H 3.211 -1.124 3.293
H 3.839 -4.287 -2.174
H 1.120 -1.892 -4.514
H -2.661 4.455 0.866
H 2.404 3.492 1.328
H 5.420 1.842 -3.683
H -2.202 0.806 4.314
H 1.443 -3.875 6.933
H 1.712 -3.465 4.509
H 1.103 -3.380 0.980
```

Calculated values
highest occupied orbital energy (spin up / spin down): -15.00 / -15.00 eV
net charge: +3
E_LUMO (spin up / spin down): -8.782 / -10.408 eV
molecular weight: 1269.3 g mol⁻¹
multiplicity: 2
expectation value of S²: 0.76
HOMO-LUMO gap (spin up / spin down): 0.229 / 0.169 Eh

Want to see where the charge sits? The Löwdin charges in e are: 1.45 0.91 0.86 0.34 0.72 0.05 0.76 0.04 0.05 0.76 0.75 0.70 0.95 1.20 0.95 -0.79 -0.70 -0.26 0.20 0.01 -0.20 -0.09 -0.27 -0.74 -0.50 0.02 -0.40 -0.14 -0.07 -0.01 0.01 -0.08 -0.04 -0.71 -0.35 0.01 -0.05 -0.39 -0.27 -0.72 -0.50 -0.43 -0.19 -0.71 -0.23 -0.05 -0.03 -0.49 -0.04 -0.36 0.01 -0.04 -0.30 -0.04 0.01 -0.70 -0.08 -0.35 0.09 0.11 0.10 0.13 0.05 0.13 0.13 0.12 0.14 0.07 0.12 0.09 0.12 0.13 0.13 0.14 0.12 0.14 0.01 0.12 0.02 0.01 0.10 0.12 0.07 0.00 0.04 0.11 0.14 0.16 0.03 0.11 0.12 0.04 0.12 0.12 0.02


Which of them is the most stable? Correct choice: *a*.


*a*
A structure of composition C3H2O3Tb. Source: the Open Molecules 2025 dataset; level of theory: ωB97M-V/def2-TZVPD.

The geometry in XYZ format:
```
9
C3H2O3Tb (ωB97M-V/def2-TZVPD)
Tb -2.432 0.710 1.772
O -0.226 1.033 1.867
O 1.055 -0.499 -2.015
O -1.575 -0.268 -0.037
C 0.459 0.462 0.965
C -0.210 -0.403 0.061
C -0.023 -0.451 -1.293
H 1.484 0.791 0.747
H 1.468 -1.374 -2.067
```

Calculated values
highest occupied orbital energy (spin up / spin down): -17.33 / -17.61 eV
net charge: +2
E_LUMO (spin up / spin down): -10.746 / -10.669 eV
molecular weight: 245.0 g mol⁻¹
multiplicity: 8
expectation value of S²: 16.50
HOMO-LUMO gap (spin up / spin down): 0.242 / 0.255 Eh

Want to see where the charge sits? The Löwdin charges in e are: 2.26 -0.19 0.20 -0.33 -0.11 -0.32 0.12 0.18 0.18


*b*
A structure of composition C3H2O3Tb. Source: the Open Molecules 2025 dataset; level of theory: ωB97M-V/def2-TZVPD.

The geometry in XYZ format:
```
9
C3H2O3Tb (ωB97M-V/def2-TZVPD)
Tb 2.735 1.555 -0.161
O 2.025 -0.585 -0.163
O -2.206 -0.443 -0.272
O 0.528 1.605 0.052
C -1.322 0.484 -0.054
C 0.790 -0.751 0.025
C -0.014 0.397 0.323
H -2.850 -0.545 0.445
H 0.315 -1.717 -0.195
```

Calculated values
highest occupied orbital energy (spin up / spin down): -17.44 / -17.52 eV
net charge: +2
E_LUMO (spin up / spin down): -10.794 / -10.750 eV
molecular weight: 245.0 g mol⁻¹
multiplicity: 8
expectation value of S²: 16.50
HOMO-LUMO gap (spin up / spin down): 0.244 / 0.249 Eh

Want to see where the charge sits? The Löwdin charges in e are: 2.27 -0.17 0.19 -0.31 0.13 -0.11 -0.36 0.18 0.18


Which of them is the most stable? Correct choice: *b*.


*a*
A cluster of 2 separate species, Cl2O2S2 in total. Source: the Open Molecules 2025 dataset; level of theory: ωB97M-V/def2-TZVPD.

The geometry in XYZ format:
```
6
Cl2O2S2 (ωB97M-V/def2-TZVPD)
Cl -0.137 3.765 -0.004
Cl 0.113 -3.953 1.043
S 1.476 -2.350 0.923
S -0.982 1.820 -0.589
O 0.829 -1.075 0.629
O -1.300 1.793 -2.002
```

Calculated values
highest occupied orbital energy (spin up / spin down): -9.76 / -9.52 eV
net charge: 0
E_LUMO (spin up / spin down): -1.636 / -1.932 eV
molecular weight: 167.0 g mol⁻¹
multiplicity: 1
HOMO-LUMO gap (spin up / spin down): 0.298 / 0.279 Eh

Want to see where the charge sits? The natural (NBO) charges in e are: -0.31 -0.25 1.01 1.05 -0.76 -0.74


*b*
A structure of composition Cl2O2S2. Source: the Open Molecules 2025 dataset; level of theory: ωB97M-V/def2-TZVPD.

The geometry in XYZ format:
```
6
Cl2O2S2 (ωB97M-V/def2-TZVPD)
Cl 0.847 0.478 -1.878
Cl 1.764 -1.071 1.383
S -0.622 -0.694 -0.918
S 0.383 0.560 0.816
O -0.467 0.861 1.955
O -1.905 -0.135 -1.358
```

Calculated values
highest occupied orbital energy: -10.03 eV
net charge: 0
E_LUMO: -1.440 eV
molecular weight: 167.0 g mol⁻¹
multiplicity: 1
HOMO-LUMO gap: 0.316 Eh

Want to see where the charge sits? The natural (NBO) charges in e are: -0.23 -0.29 1.08 1.09 -0.82 -0.83


Which of them is the most stable? Correct choice: *b*.